Computed, not measured: a cluster of 2 separate species, C5H10O in total in a non-equilibrium geometry, with wB97M-V/def2-TZVPD.

Calculated values
Electronic energy = -271.66804 Ha
Molar mass = 86.1 g/mol
Net charge = 0
SMILES = C=CCC=O.C
ΔE to the lowest compared entry with this formula, charge and spin = 53.1 kcal per mole
Maximum force = 1.6 eV/Å
E_HOMO = -9.2 eV
Frontier orbital gap = 10.16 eV

Cartesian coordinates (Å):
C  1.33046  1.00118  0.61765
C  0.61058  0.30810  -0.25657
C  0.04152  -1.85146  1.08819
C  -0.85736  0.52702  -0.48286
C  -0.94971  1.33915  -1.75032
O  -0.01281  1.48257  -2.49884
H  0.51790  -0.86363  1.08574
H  0.85170  1.68058  1.31895
H  2.39980  0.84393  0.70613
H  1.07220  -0.44051  -0.89866
H  -0.15179  -2.27126  0.08920
H  0.76837  -2.46923  1.60076
H  -0.90192  -1.75785  1.62592
H  -1.45769  -0.38840  -0.63003
H  -1.33198  1.05805  0.35295
H  -1.92926  1.80175  -1.96820